[1]
Below is C16H13AsBrN4S4Tc as an isolated structure at a distorted geometry, with properties calculated with the ωB97M-V functional and the def2-TZVPD basis.

Cartesian coordinates (Å):
Tc 0.562 0.607 -0.173
S 2.817 4.778 1.426
As 2.211 3.852 -0.263
S 2.714 0.648 0.832
S 0.224 2.887 -0.055
S 3.142 3.607 -2.042
C -3.672 0.295 -1.336
C -2.301 0.328 -1.387
N -1.566 0.378 -0.257
C -2.187 0.405 0.940
C -3.561 0.364 1.073
C -4.305 0.302 -0.102
C -4.236 0.288 2.391
C -4.037 0.974 3.514
C -3.145 2.116 3.813
C -3.154 2.633 5.100
C -2.343 3.726 5.358
N -1.594 4.288 4.412
C -1.660 3.720 3.208
N -2.379 2.652 2.858
H -4.235 0.254 -2.261
H -1.763 0.314 -2.323
H -1.560 0.441 1.825
H -5.387 0.263 -0.042
H -5.027 -0.456 2.423
H -4.671 0.700 4.352
H -3.779 2.201 5.872
H -2.288 4.167 6.349
H -1.058 4.178 2.431
Br 1.016 0.287 -2.498
C 2.548 -1.084 0.583
C 3.510 -2.065 0.714
C 3.148 -3.366 0.403
C 1.857 -3.653 -0.035
C 0.956 -2.623 -0.153
N 1.302 -1.366 0.168
H 4.505 -1.803 1.047
H 3.878 -4.162 0.491
H 1.557 -4.659 -0.287
H -0.059 -2.782 -0.499

Output
- 2S+1: 4
- ⟨S²⟩: 3.791
- Energy above the lowest of the compared OMol25 structures with the same formula, charge and spin: 0.0 kJ/mol
- Gap between HOMO and LUMO (alpha / beta): 6.30 / 6.31 eV
- Net charge: +1

=====

[2]
Below is a 2-piece molecular cluster, C19H21F3INO3S overall at a distorted geometry, with properties calculated with the ωB97M-V functional and the def2-TZVPD basis.

Cartesian coordinates (Å):
C 3.709 -4.396 -1.428
C 2.201 -4.438 -1.200
C 1.734 -5.873 -1.242
C 1.701 -3.571 -0.052
C 0.322 -3.401 0.180
I -1.267 -4.751 -0.263
C -0.161 -2.155 0.581
C 0.699 -1.044 0.507
C 2.074 -1.287 0.665
C 2.559 -2.570 0.432
O 1.771 -3.601 -2.299
S 0.372 -3.789 -3.170
C 1.197 -4.448 -4.688
F 0.747 -5.733 -4.927
F 0.929 -3.683 -5.784
F 2.554 -4.519 -4.587
H 4.264 -4.769 -0.556
H 3.938 -4.996 -2.317
H 4.029 -3.377 -1.652
H 2.423 -6.451 -0.604
H 0.740 -5.984 -0.802
H 1.747 -6.269 -2.269
H -1.215 -2.060 0.858
H 0.332 -0.037 0.300
H 2.762 -0.479 0.933
H 3.624 -2.775 0.528
C 4.052 1.179 3.800
C 2.977 0.161 4.077
O 1.882 0.415 3.150
C 0.747 -0.257 3.498
C -0.361 0.084 2.636
N -1.620 -0.006 3.252
C -1.993 -1.075 4.042
C -3.205 -1.040 4.725
C -4.060 0.052 4.586
C -3.715 1.058 3.684
C -2.546 0.966 2.955
O 0.728 -1.052 4.435
H 4.976 0.852 4.267
H 4.217 1.351 2.733
H 3.803 2.128 4.273
H 3.332 -0.869 3.910
H 2.589 0.272 5.101
H -0.238 0.992 2.053
H -1.269 -1.870 4.171
H -3.441 -1.878 5.385
H -5.003 0.094 5.115
H -4.329 1.935 3.528
H -2.212 1.676 2.214

Output
- Energy above the lowest of the compared OMol25 structures with the same formula, charge and spin: 0.0 kJ/mol
- Gap between HOMO and LUMO: 7.01 eV

=====

[3]
Below is a 2-piece molecular cluster, C24H21N2O2 overall at a distorted geometry, with properties calculated with the ωB97M-V functional and the def2-TZVPD basis.

Cartesian coordinates (Å):
C -0.686 -0.136 -3.098
C 0.436 0.658 -3.042
N 1.483 1.193 -2.998
N -1.929 0.412 -3.345
C -3.021 -0.425 -3.477
C -4.300 0.088 -3.566
C -4.497 1.477 -3.581
C -3.380 2.313 -3.550
C -2.101 1.784 -3.436
H -0.602 -1.226 -3.102
H -2.766 -1.486 -3.519
H -5.126 -0.620 -3.621
H -5.509 1.886 -3.615
H -3.476 3.398 -3.610
H -1.195 2.392 -3.461
C 6.695 0.835 -0.111
C 5.451 0.836 -1.008
C 4.353 0.480 -0.058
C 4.917 0.341 1.237
O 6.260 0.544 1.267
C 4.132 0.044 2.359
C 2.771 -0.056 2.190
C 2.172 -0.028 0.881
C 0.794 -0.273 0.630
C -0.193 -0.764 1.530
C -1.565 -0.493 1.231
C -2.544 -0.859 2.125
C -2.178 -1.528 3.324
O -3.232 -1.808 4.134
C -4.447 -1.309 3.470
C -4.032 -0.700 2.124
C -0.852 -1.877 3.613
C 0.115 -1.550 2.696
C 3.005 0.298 -0.231
H 7.419 0.060 -0.392
H 7.211 1.803 -0.097
H 5.310 1.823 -1.465
H 5.554 0.108 -1.819
H 4.621 -0.077 3.321
H 2.129 -0.148 3.061
H 0.448 -0.010 -0.362
H -1.816 0.050 0.317
H -5.135 -2.156 3.360
H -4.907 -0.573 4.142
H -4.341 0.347 2.057
H -4.510 -1.241 1.299
H -0.638 -2.379 4.554
H 1.141 -1.871 2.864
H 2.563 0.426 -1.221

Output
- Energy above the lowest of the compared OMol25 structures with the same formula, charge and spin: 275.3 kJ/mol
- Gap between HOMO and LUMO: 5.10 eV
- Net charge: +1

=====

[4]
Below is C34H43BrF4N2OOsPSi3 as an isolated structure, with properties calculated with the ωB97M-V functional and the def2-TZVPD basis.

Cartesian coordinates (Å):
Os 0.135 -0.216 1.024
F 4.594 5.550 -0.971
C 4.092 4.372 -0.713
C 4.534 3.255 -1.397
F 5.475 3.360 -2.306
C 3.989 2.013 -1.106
F 4.503 0.974 -1.760
C 2.977 1.845 -0.159
P 2.384 0.177 0.231
C 2.431 -0.798 -1.264
C 2.816 -2.141 -1.205
C 2.868 -2.885 -2.372
C 2.536 -2.299 -3.590
C 2.153 -0.965 -3.649
C 2.102 -0.211 -2.488
C 3.522 -0.522 1.432
C 4.857 -0.677 1.046
C 5.788 -1.143 1.960
C 5.398 -1.449 3.259
C 4.073 -1.298 3.646
C 3.139 -0.834 2.732
C 2.583 2.991 0.546
Br 1.307 2.918 1.920
C 3.117 4.230 0.272
F 2.720 5.302 0.931
H 3.102 -2.591 -0.264
H 3.191 -3.917 -2.339
H 2.598 -2.881 -4.500
H 1.918 -0.508 -4.601
H 1.852 0.842 -2.540
H 5.171 -0.451 0.034
H 6.820 -1.267 1.661
H 6.130 -1.807 3.971
H 3.774 -1.536 4.659
H 2.110 -0.722 3.050
C -2.292 2.849 1.648
Si -1.861 2.194 -0.052
C -3.422 2.395 -1.055
C -0.475 3.109 -0.909
C -1.435 0.199 0.027
Si -1.767 -0.644 -1.761
C -3.590 -0.996 -1.954
C -0.847 -2.260 -1.816
C -1.239 0.497 -3.130
Si -2.663 -0.674 1.344
C -2.701 -2.532 1.260
C -4.393 -0.013 1.324
C -1.862 -0.111 2.994
C -2.521 0.105 4.192
C -1.835 0.585 5.303
C -0.482 0.877 5.187
C 0.144 0.675 3.973
N -0.529 0.177 2.918
H -2.447 3.928 1.537
H -1.551 2.720 2.431
H -3.237 2.447 2.018
H -3.472 3.476 -1.239
H -4.328 2.128 -0.511
H -3.445 1.914 -2.029
H -0.220 4.007 -0.342
H -0.811 3.426 -1.897
H 0.440 2.530 -1.048
H -3.969 -1.815 -1.343
H -3.693 -1.318 -2.996
H -4.239 -0.129 -1.835
H -1.201 -2.971 -1.068
H 0.234 -2.162 -1.733
H -1.059 -2.694 -2.799
H -1.686 1.488 -3.128
H -1.570 0.001 -4.050
H -0.160 0.605 -3.203
H -3.260 -2.889 0.395
H -3.217 -2.901 2.153
H -1.720 -2.993 1.227
H -4.925 -0.255 0.406
H -4.483 1.051 1.526
H -4.895 -0.553 2.136
H -3.584 -0.092 4.256
H -2.352 0.741 6.241
H 0.088 1.269 6.018
H 1.185 0.921 3.822
C 0.888 -4.513 1.273
C 0.644 -3.158 1.845
N 0.417 -3.032 3.135
O 0.698 -2.170 1.037
H 0.011 -5.145 1.435
H 1.732 -4.991 1.773
H 1.084 -4.426 0.210
H 0.412 -3.849 3.730
H 0.227 -2.138 3.558

Output
- Gap between HOMO and LUMO: 6.69 eV
- Net charge: +3

=====

[5]
Below is a 2-piece molecular cluster, C3H3N3O overall at a distorted geometry, with properties calculated with the ωB97M-V functional and the def2-TZVPD basis.

Cartesian coordinates (Å):
C -1.046 -1.220 -1.137
C 1.748 -0.281 0.273
C 1.788 0.891 0.600
N -1.036 -1.712 -2.184
N -1.188 0.513 0.360
N -1.059 -0.687 0.045
O -1.149 0.854 1.520
H 1.869 -1.424 0.162
H 1.424 1.859 0.643
H -1.351 1.208 -0.281

Output
- 2S+1: 3
- ⟨S²⟩: 2.022
- Energy above the lowest of the compared OMol25 structures with the same formula, charge and spin: 478.1 kJ/mol
- Gap between HOMO and LUMO (alpha / beta): 9.00 / 7.23 eV

=====

[6]
Below is a 2-piece molecular cluster, C4H9OP overall at a distorted geometry, with properties calculated with the ωB97M-V functional and the def2-TZVPD basis.

Cartesian coordinates (Å):
C -0.957 -2.015 0.291
C -0.081 -0.993 0.346
C 1.955 1.116 0.315
C -0.280 0.411 -0.017
O 0.560 1.393 0.368
P -2.075 0.927 -0.003
H -0.692 -3.065 0.590
H -1.933 -1.802 0.045
H 0.882 -1.087 0.588
H 2.333 0.367 1.249
H 2.370 1.998 0.585
H 2.389 0.576 -0.640
H 0.002 0.190 -1.680
H -2.539 -0.100 -1.059
H -1.933 2.082 -0.979

Output
- Energy above the lowest of the compared OMol25 structures with the same formula, charge and spin: 469.3 kJ/mol
- Gap between HOMO and LUMO: 8.65 eV

=====

We obtain DFT total energy values of -199178.93607; -54760.82839; -32295.32313; -157261.68561; -9668.18733; -15624.77020 eV for the records listed above, in that order.
We obtain molecular weight values of 642.40; 527.35; 369.44; 957.09; 97.08; 104.09 g mol⁻¹ for the records listed above, in that order.